Here is one molecule with the formula C4H6O2 from the Open Molecules 2025 dataset. Energies are from the ωB97M-V functional and the def2-TZVPD basis.

As for the charge: 0. The orbital gap comes out at 10.06 eV. As for the highest occupied orbital energy: -9.07 eV. Its SMILES is CC[C@]12O[C@H]1O2. The calculation puts the relative energy (zero: lowest compared OMol25 entry of this formula, charge and spin) at 118.6 kcal per mole.

Each line ends with the Löwdin charge.
Positions of all 12 atoms, in Å:
C -1.61318 0.34641 -0.64906  -0.112
C -0.76339 -0.40681 0.36131  -0.062
C 0.92165 -0.02102 0.01616  -0.306
O 1.91627 -0.85064 -0.61297  0.049
C 2.19741 -0.07665 0.54974  -0.179
O 1.69799 1.16049 -0.01237  0.056
H -2.04529 -0.32623 -1.38458  0.072
H -1.01386 1.08124 -1.18055  0.076
H -2.41815 0.88080 -0.15024  0.071
H -0.80643 -1.48492 0.29858  0.095
H -0.89411 -0.04702 1.37722  0.094
H 2.82108 -0.25566 1.38676  0.146

Here is one molecule with the formula C4H6O2 from the Open Molecules 2025 dataset. Energies are from the ωB97M-V functional and the def2-TZVPD basis.

As for the charge: 0. The orbital gap comes out at 9.19 eV. As for the highest occupied orbital energy: -8.38 eV. The calculation puts the relative energy (zero: lowest compared OMol25 entry of this formula, charge and spin) at 89.1 kcal per mole.

Each line ends with the Löwdin charge.
Positions of all 12 atoms, in Å:
C -1.47734 -0.14894 0.15558  -0.230
O -0.81998 0.87117 -0.58139  -0.125
C 0.58975 0.84332 -0.57438  -0.190
C 1.15722 -0.39204 0.09644  -0.132
O 0.47130 -0.71676 1.33318  -0.091
C -0.83517 -0.73469 1.39107  0.002
H -2.44042 0.26670 0.46428  0.115
H -1.71706 -1.01973 -0.49005  0.132
H 0.94642 0.86068 -1.61279  0.127
H 0.96271 1.75040 -0.08245  0.128
H 2.20477 -0.25222 0.37122  0.131
H 1.06981 -1.27657 -0.54322  0.133

Here is C4H6O2Pm as an isolated structure from the Open Molecules 2025 dataset. Energies are from the ωB97M-V functional and the def2-TZVPD basis.

As for the charge: +2. The orbital gap (alpha / beta) comes out at 5.47 / 6.23 eV. As for the highest occupied orbital energy (alpha / beta): -16.25 / -17.01 eV. Its spin multiplicity is 6. The calculation puts the relative energy (zero: lowest compared OMol25 entry of this formula, charge and spin) at 67.0 kcal per mole.

Each line ends with the Löwdin charge.
Positions of all 13 atoms, in Å:
H -0.83619 1.41209 -1.57317  0.202
O -0.13571 0.41258 -3.28440  0.223
C -0.24000 0.54282 -2.07483  -0.165
C -0.63594 -0.44485 -1.12830  0.195
C -0.58450 -0.31344 0.34938  -0.121
C 0.63318 0.46401 0.88243  -0.368
O 0.98153 0.07628 2.15872  -0.478
Pm 1.92586 -1.50967 3.68046  1.767
H -0.85483 -1.43316 -1.54848  0.171
H -0.62872 -1.30658 0.82251  0.132
H -1.48562 0.23632 0.67526  0.179
H 0.38623 1.54328 0.86365  0.137
H 1.47472 0.32032 0.17677  0.126

Here is one molecule with the formula C4H6O2S from the Open Molecules 2025 dataset. Energies are from the ωB97M-V functional and the def2-TZVPD basis.

As for the charge: 0. The orbital gap comes out at 9.71 eV. As for the highest occupied orbital energy: -9.35 eV. Its SMILES is O=C1C[C@@H](S)[C@H]1O. The calculation puts the relative energy (zero: lowest compared OMol25 entry of this formula, charge and spin) at 32.6 kcal per mole.

Each line ends with the Löwdin charge.
Positions of all 13 atoms, in Å:
O -2.61941 -0.07178 -0.32521  0.148
C -1.44358 -0.07741 -0.18773  -0.354
C -0.39264 -1.18910 -0.37432  -0.067
C 0.64078 -0.31423 0.47110  -0.576
S 2.22660 0.09927 -0.27133  0.750
C -0.41522 0.89607 0.40053  -0.314
O -0.13637 1.89367 -0.56415  -0.045
H -0.64669 -2.09493 0.15587  0.111
H -0.10411 -1.34883 -1.39565  0.108
H 0.66289 -0.62128 1.50711  0.089
H 2.61259 -1.10743 -0.77808  -0.128
H -0.67313 1.32535 1.39692  0.159
H 0.28828 2.61064 -0.03503  0.117

Here is one molecule with the formula C4H6O2S from the Open Molecules 2025 dataset. Energies are from the ωB97M-V functional and the def2-TZVPD basis.

As for the charge: 0. The orbital gap (alpha / beta) comes out at 5.23 / 8.10 eV. As for the highest occupied orbital energy (alpha / beta): -4.44 / -10.72 eV. Its spin multiplicity is 3. The calculation puts the relative energy (zero: lowest compared OMol25 entry of this formula, charge and spin) at 93.0 kcal per mole.

Each line ends with the Löwdin charge.
Positions of all 13 atoms, in Å:
C 0.73812 1.30953 0.34221  -0.236
C 0.68225 -1.32875 0.33722  -0.218
C -0.60201 0.69464 0.43417  -0.391
C -0.67473 -0.73439 0.37121  -0.293
O 3.06475 0.06010 0.46444  -0.412
O -0.93477 0.00601 1.55376  0.025
S 1.88337 -0.00885 -0.35366  0.851
H 0.75026 2.17521 -0.21037  0.051
H 1.06223 1.56934 1.42926  0.141
H 0.91565 -1.48769 1.41555  0.125
H 0.80086 -2.25018 -0.26733  0.095
H -1.38059 1.17140 0.01414  0.118
H -1.59137 -1.19712 0.11025  0.144

Here is C4H6O2Yb as an isolated structure from the Open Molecules 2025 dataset. Energies are from the ωB97M-V functional and the def2-TZVPD basis.

As for the charge: +1. The orbital gap (alpha / beta) comes out at 4.94 / 7.80 eV. As for the highest occupied orbital energy (alpha / beta): -10.22 / -13.13 eV. Its spin multiplicity is 2. The calculation puts the relative energy (zero: lowest compared OMol25 entry of this formula, charge and spin) at 0.0 kcal per mole.

Each line ends with the Löwdin charge.
Positions of all 13 atoms, in Å:
H -0.67171 -0.98224 -1.52303  0.165
O -2.66452 -0.50732 -0.70054  0.045
C -1.36284 -0.74442 -0.64908  -0.302
C -0.75047 -1.31907 0.42274  -0.159
C 0.68022 -1.83968 0.50593  -0.211
C 1.67385 -1.07966 -0.32929  -0.283
O 1.70539 0.25243 -0.19594  -0.369
Yb 0.18484 1.22350 0.65760  1.518
H -2.90045 0.26752 -0.17664  0.113
H -1.39435 -1.51164 1.28936  0.124
H 0.68416 -2.90247 0.21866  0.134
H 0.97929 -1.81956 1.57476  0.117
H 2.60615 -1.57594 -0.62615  0.109

Here is C4H6O2Zn as an isolated structure from the Open Molecules 2025 dataset. Energies are from the ωB97M-V functional and the def2-TZVPD basis.

As for the charge: -1. The orbital gap (alpha / beta) comes out at 5.68 / 5.78 eV. As for the highest occupied orbital energy (alpha / beta): -2.29 / -2.64 eV. Its spin multiplicity is 2.

Each line ends with the Löwdin charge.
Positions of all 13 atoms, in Å:
O -1.15640 -1.48039 0.44811  -0.261
C -1.04855 -0.42305 1.24768  -0.519
H -0.93292 -0.96370 -0.87052  0.110
H -1.67808 0.42562 0.91142  0.082
C -0.39065 -0.08143 -1.78663  -0.055
C 0.47921 0.67985 -1.09226  -0.235
C 1.14518 0.15000 0.15468  -0.266
O 0.31999 0.13533 1.32502  -0.526
Zn 0.11621 -0.52086 3.11946  0.368
H 0.55766 1.76604 -1.24805  0.076
H -0.91348 0.43326 -2.60744  0.013
H 2.01608 0.75960 0.43606  0.105
H 1.48576 -0.88027 -0.03752  0.109

Here is C4H6O3Tl as an isolated structure from the Open Molecules 2025 dataset. Energies are from the ωB97M-V functional and the def2-TZVPD basis.

As for the charge: 0. The orbital gap (alpha / beta) comes out at 6.97 / 8.05 eV. As for the highest occupied orbital energy (alpha / beta): -6.89 / -7.97 eV. Its spin multiplicity is 2. The calculation puts the relative energy (zero: lowest compared OMol25 entry of this formula, charge and spin) at 74.4 kcal per mole.

Each line ends with the Löwdin charge.
Positions of all 14 atoms, in Å:
C -2.91876 1.43138 0.06073  -0.083
C -2.86517 0.03263 -0.42814  -0.251
O -3.25425 -0.93007 0.35991  -0.040
H -3.47041 2.04814 -0.66232  0.073
H -3.40648 1.49717 1.04273  0.083
H -1.90085 1.85015 0.14556  0.079
H -2.30377 -0.23104 -1.33474  0.114
O -5.10501 -2.06080 -1.02815  -0.153
Tl -6.66884 -3.71652 -1.22672  0.822
C -4.51400 -2.10687 0.03546  -0.402
O -4.67127 -2.89493 1.03029  -0.067
C -5.74906 -3.98164 0.97349  -0.245
H -6.36602 -3.71840 1.85208  0.036
H -5.17029 -4.86659 1.28971  0.035

F_max per entry: 4.4 0.5 4.2 2.1 5.3 4.9 3.0 2.7 eV/Å